(w)
Here is a 2-piece molecular cluster, C5H12N overall from the OMol25 dataset. Energies are from ωB97M-V/def2-TZVPD.

Each line ends with the Löwdin charge.
Positions of all 18 atoms, in Å:
C  -2.2507  0.2960  0.0049  0.134
C  -1.1835  -0.0956  -0.7330  -0.104
C  0.1947  -0.7781  1.2750  -0.060
C  1.1498  -0.9114  -1.0042  -0.052
C  0.1083  -0.4302  -0.1364  -0.356
N  0.9117  1.4902  0.0367  0.143
H  -3.2806  0.4730  -0.2305  0.085
H  -1.8875  0.6358  1.0329  0.091
H  -1.3432  -0.2818  -1.7426  0.097
H  -0.6200  -0.2212  1.8163  0.081
H  1.1101  -0.6236  1.9689  0.145
H  -0.2274  -1.7893  1.4464  0.127
H  1.1818  -1.9504  -0.7644  0.100
H  2.1915  -0.3684  -0.8206  0.150
H  0.9797  -0.8746  -2.1138  0.120
H  0.0792  2.0628  -0.0699  0.094
H  1.5153  1.4507  -0.7995  0.100
H  1.3710  1.9161  0.8337  0.106

For the lowest unoccupied orbital energy, the calculation gives -0.1877 Eh. The value obtained for the orbital gap is 9.80 eV. Its charge is +1.

---

(x)
Here is an isolated ion of composition C5H12N and charge +1 from the OMol25 dataset. Energies are from ωB97M-V/def2-TZVPD.

Each line ends with the Löwdin charge.
Positions of all 18 atoms, in Å:
C  0.7371  -2.0081  0.4470  -0.023
C  0.4722  -0.7125  -0.3565  -0.342
C  0.6600  0.4969  0.5478  -0.176
C  0.0493  1.7654  -0.0168  -0.193
C  -0.8496  2.5201  0.6077  0.040
N  -0.8441  -0.7759  -1.0809  0.222
H  0.3629  -1.9128  1.4694  0.092
H  0.3624  -2.8323  -0.1724  0.088
H  1.7950  -2.1626  0.6352  0.096
H  1.1871  -0.6578  -1.1789  0.153
H  1.6365  0.6135  0.9940  0.136
H  0.0648  0.3574  1.4630  0.119
H  0.5147  1.9541  -0.9786  0.108
H  -1.3325  3.2710  -0.0041  0.066
H  -1.3363  2.3695  1.5714  0.080
H  -1.1002  -1.6845  -1.4797  0.175
H  -0.7820  -0.2232  -1.9534  0.181
H  -1.5972  -0.3782  -0.5140  0.175

For the lowest unoccupied orbital energy, the calculation gives -0.1330 Eh. Its structure (SMILES) is C=CC[C@@H](C)[NH3+]. The value obtained for the orbital gap is 10.37 eV. Its charge is +1.

---

(y)
Here is an isolated ion of composition C5H12N and charge +1 from the OMol25 dataset. Energies are from ωB97M-V/def2-TZVPD.

Each line ends with the Löwdin charge.
Positions of all 18 atoms, in Å:
C  -0.8006  -0.1449  1.3521  -0.122
C  0.3829  0.7821  1.0239  -0.182
C  0.3037  1.4674  -0.3418  -0.174
C  1.0477  -0.4466  -1.8170  0.004
C  0.1176  0.4332  -1.4622  -0.194
N  -0.7518  -1.4557  0.6112  0.188
H  -0.7024  -0.3437  2.4085  0.129
H  -1.7381  0.3334  1.0641  0.141
H  1.3054  0.2117  1.1906  0.124
H  0.3754  1.5451  1.7896  0.120
H  -0.5610  2.1130  -0.4071  0.112
H  1.2166  2.0039  -0.5423  0.120
H  1.9186  -0.6307  -1.2184  0.069
H  0.8231  -1.0881  -2.6674  0.074
H  -0.6388  0.6649  -2.2185  0.110
H  -1.3638  -1.4226  -0.1945  0.155
H  -1.1230  -2.2843  1.0860  0.176
H  0.1884  -1.7382  0.3430  0.149

For the lowest unoccupied orbital energy, the calculation gives -0.1290 Eh. Its structure (SMILES) is C=CCCC[NH3+]. The value obtained for the orbital gap is 10.41 eV. Its charge is +1.

---

Preferred: (y); penalty for the next structure: 0.0062 hartree.

---

(w)
Here is one molecule with the formula CH5N3 from the OMol25 dataset. Energies are from ωB97M-V/def2-TZVPD.

Each line ends with the Löwdin charge.
Positions of all 9 atoms, in Å:
C  0.8615  0.5706  -0.0094  -0.329
H  -0.9904  -1.1629  -0.6822  0.106
H  -0.7929  -1.0426  0.8094  0.148
H  -1.1111  1.4862  -0.2898  0.172
H  1.2855  1.6065  0.1273  0.120
H  1.0152  -1.2384  -0.0616  -0.033
N  -1.4098  -0.3959  0.0203  -0.048
N  -0.5064  0.6562  0.0761  -0.203
N  1.6485  -0.4797  0.0097  0.068

For the lowest unoccupied orbital energy, the calculation gives 0.0326 Eh. Its structure (SMILES) is [H]/N=C\NN. The value obtained for the orbital gap is 10.26 eV.

---

(x)
Here is one molecule with the formula CH5N3 from the OMol25 dataset. Energies are from ωB97M-V/def2-TZVPD.

Each line ends with the Löwdin charge.
Positions of all 9 atoms, in Å:
N  -0.3059  0.9036  0.9035  0.085
C  -0.1407  0.1822  -0.2900  -0.613
N  0.3580  -1.1295  -0.0740  0.072
N  -0.4195  0.7251  -1.3948  0.108
H  0.3520  0.6112  1.6155  0.073
H  -0.1877  1.8996  0.7776  0.081
H  -0.3805  -1.8233  -0.0351  0.082
H  0.9792  -1.4333  0.6512  0.066
H  -0.2549  0.0643  -2.1538  0.045

For the lowest unoccupied orbital energy, the calculation gives 0.0314 Eh. Its structure (SMILES) is N=C(N)N. The value obtained for the orbital gap is 10.30 eV.

---

Preferred: (x); penalty for the next structure: 0.0969 hartree.

---

(w)
Here is one molecule with the formula CH5N3 from the OMol25 dataset. Energies are from ωB97M-V/def2-TZVPD.

Each line ends with the Löwdin charge.
Positions of all 9 atoms, in Å:
N  0.3647  -1.2513  0.2123  0.107
C  0.0084  0.0705  0.1090  -0.649
N  -0.6370  0.3931  -1.0796  0.101
N  0.2896  0.8795  1.0578  0.076
H  0.6655  -1.5175  1.1309  0.091
H  -0.0590  -1.9080  -0.4127  0.083
H  -0.4128  -0.1832  -1.8764  0.082
H  -0.6862  1.3790  -1.2723  0.085
H  -0.1578  1.7787  0.9247  0.023

For the lowest unoccupied orbital energy, the calculation gives 0.0329 Eh. Its structure (SMILES) is N=C(N)N. The value obtained for the orbital gap is 9.71 eV.

---

(x)
Here is a 2-piece molecular cluster, CH5N3 overall from the OMol25 dataset. Energies are from ωB97M-V/def2-TZVPD.

Each line ends with the Löwdin charge.
Positions of all 9 atoms, in Å:
N  -0.3600  0.1657  -0.6344  -0.132
N  -0.8725  -1.0320  -0.0427  -0.087
C  1.6555  0.7899  0.8728  -0.127
N  1.4280  1.8291  1.3112  0.053
H  -0.7917  0.3910  -1.5341  0.070
H  -0.5445  -1.8198  -0.5936  0.060
H  -1.8935  -1.0571  -0.0381  0.061
H  -0.4941  0.9549  0.0276  0.053
H  1.8729  -0.2217  0.6312  0.050

For the lowest unoccupied orbital energy, the calculation gives 0.0394 Eh. Its structure (SMILES) is C#N.NN. The value obtained for the orbital gap is 10.62 eV.

---

Preferred: (w); penalty for the next structure: 0.0836 hartree.

---

(w)
Here is one molecule with the formula CH5N3 from the OMol25 dataset. Energies are from ωB97M-V/def2-TZVPD.

Each line ends with the Löwdin charge.
Positions of all 9 atoms, in Å:
C  0.6965  -0.1028  -0.2939  -0.358
H  -1.7356  0.6779  -1.1092  0.123
H  -1.3447  1.7090  0.2270  0.059
H  -0.7606  -0.7240  0.9637  0.113
H  0.8492  0.5802  -1.1668  0.123
H  1.4039  -1.4858  0.7481  0.047
N  -1.5302  0.7845  -0.0586  -0.022
N  -0.5107  0.0171  0.3618  -0.142
N  1.6707  -0.8217  -0.0031  0.057

For the lowest unoccupied orbital energy, the calculation gives 0.0393 Eh. Its structure (SMILES) is [H]/N=C\NN. The value obtained for the orbital gap is 10.30 eV.

---

(x)
Here is one molecule with the formula CH5N3 from the OMol25 dataset. Energies are from ωB97M-V/def2-TZVPD.

Each line ends with the Löwdin charge.
Positions of all 9 atoms, in Å:
N  1.3798  -0.0472  -0.1083  0.108
C  0.0408  -0.2987  -0.1854  -0.595
N  -0.4830  0.5087  0.9192  0.041
N  -0.6906  -0.8989  -1.0611  0.075
H  1.8473  -0.2584  -0.9819  0.099
H  1.7242  0.5286  0.6480  0.096
H  -1.3335  -0.0101  1.2812  0.098
H  -0.7574  1.3291  0.4934  0.033
H  -1.7276  -0.8530  -1.0051  0.045

For the lowest unoccupied orbital energy, the calculation gives 0.0352 Eh. Its structure (SMILES) is N=C(N)N. The value obtained for the orbital gap is 10.19 eV.

---

Preferred: (x); penalty for the next structure: 0.0379 hartree.

---

(w)
Here is a 5-piece molecular cluster, C3H17NO4 overall from the OMol25 dataset. Energies are from ωB97M-V/def2-TZVPD.

Each line ends with the Löwdin charge.
Positions of all 25 atoms, in Å:
C  -0.7010  2.0977  1.3314  -0.090
C  -0.5580  0.6109  1.6283  -0.311
N  -1.7428  -0.1419  1.1982  -0.120
C  -1.7493  -1.4991  1.7592  -0.141
H  0.1135  2.6415  1.8134  0.071
H  -1.6960  2.4236  1.6317  0.073
H  -0.5899  2.2723  0.2574  0.049
H  -0.4338  0.5009  2.7041  0.106
H  0.3231  0.1685  1.1635  0.087
H  -1.6995  -0.2149  0.1989  0.057
H  -1.7203  -2.2690  0.9783  0.071
H  -0.8483  -1.7411  2.3416  0.069
H  -2.6392  -1.6052  2.3887  0.072
H  1.4379  1.1430  -1.7603  -0.006
H  0.9529  2.5937  -1.6483  0.034
O  0.8206  1.7925  -2.1646  -0.084
H  -0.8599  -1.2653  -2.6172  0.076
H  -0.6597  0.0946  -2.0096  0.059
O  -0.6835  -0.8549  -1.7609  -0.054
H  0.8162  -2.1970  0.4953  0.053
H  0.6028  -1.7830  -1.0096  0.010
O  1.2760  -2.0861  -0.3614  -0.077
H  3.4638  0.2722  -0.3185  0.062
H  2.2187  -0.6257  -0.6573  0.014
O  2.5663  0.3030  -0.6809  -0.082

For the lowest unoccupied orbital energy, the calculation gives 0.0173 Eh. Its structure (SMILES) is CCNC.O.O.O.O. The value obtained for the orbital gap is 9.18 eV.

---

(x)
Here is a 5-piece molecular cluster, C3H17NO4 overall from the OMol25 dataset. Energies are from ωB97M-V/def2-TZVPD.

Each line ends with the Löwdin charge.
Positions of all 25 atoms, in Å:
C  -1.9974  -1.9378  -1.4470  -0.122
N  -1.1901  -1.3910  -0.3764  -0.304
C  -1.4622  -2.0189  0.8815  -0.140
C  0.2083  -1.2269  -0.7134  -0.098
H  -1.6640  -2.1305  -2.4565  0.078
H  -3.0142  -1.4733  -1.4847  0.088
H  -2.4907  -2.8624  -1.1061  0.064
H  -2.0149  -1.4834  1.6856  0.087
H  -1.6706  -3.0795  1.0188  0.078
H  -0.5190  -2.0458  1.4882  0.081
H  0.2609  -0.7328  -1.6700  0.031
H  0.7087  -2.2050  -0.6819  0.097
H  0.6700  -0.5139  -0.0233  0.082
H  1.9364  0.4801  4.1627  0.020
H  1.3337  0.1744  2.7552  -0.001
O  1.4415  -0.1660  3.6567  -0.080
H  1.7597  2.0052  0.9963  0.023
H  2.3472  2.4652  2.3691  0.043
O  2.2766  1.7333  1.7631  -0.047
H  0.2004  0.0549  -3.4238  0.057
H  -0.3725  0.8864  -2.2109  -0.001
O  -0.4749  0.7029  -3.1406  -0.059
H  0.5189  4.1945  -0.6984  0.048
H  0.0574  2.9267  -1.6226  0.018
O  0.4349  3.2403  -0.8029  -0.044

For the lowest unoccupied orbital energy, the calculation gives 0.0130 Eh. Its structure (SMILES) is CN(C)C.O.O.O.O. The value obtained for the orbital gap is 8.56 eV.

---

Preferred: (w); penalty for the next structure: 0.0790 hartree.

---

(w)
Here is one molecule with the formula C2H7N5O from the OMol25 dataset. Energies are from ωB97M-V/def2-TZVPD.

Each line ends with the Löwdin charge.
Positions of all 15 atoms, in Å:
C  -0.1178  0.9467  1.4825  -0.205
C  0.2179  -1.0251  -1.3731  -0.180
H  0.4938  -1.0571  3.6856  0.054
H  0.6971  -1.3245  2.0649  0.020
H  -0.5829  1.9619  1.5363  0.105
H  -0.3853  1.3373  -0.5155  0.105
H  0.3366  -2.0386  -1.7830  0.121
H  0.1736  -0.5322  -3.2571  0.140
H  -1.2316  1.3096  -2.6498  0.117
N  0.8450  -0.7223  2.8214  -0.030
N  0.0161  0.3723  2.7075  -0.080
N  0.0064  0.6602  0.1354  -0.049
N  0.3772  -0.6182  -0.1672  0.050
N  -0.4532  -0.3143  -2.4309  -0.075
O  -0.3927  1.0443  -2.2570  -0.092

For the lowest unoccupied orbital energy, the calculation gives 0.0154 Eh. Its structure (SMILES) is N/N=C\N/N=C\NO. The value obtained for the orbital gap is 7.64 eV.

---

(x)
Here is a 2-piece molecular cluster, C2H7N5O overall from the OMol25 dataset. Energies are from ωB97M-V/def2-TZVPD.

Each line ends with the Löwdin charge.
Positions of all 15 atoms, in Å:
C  0.7377  0.1497  1.0646  -0.214
C  0.0653  0.4971  -1.2368  -0.315
H  -0.4930  -2.4729  2.2304  0.139
H  -1.1150  -1.2677  1.3514  0.099
H  1.5928  0.7389  1.2074  0.107
H  0.5242  2.5119  0.3832  0.147
H  -0.6028  -1.7782  -0.9399  0.029
H  -1.2595  -0.8915  -2.5912  0.235
H  0.2810  2.3373  -1.2312  0.051
N  -0.2816  -1.9480  1.2534  -0.082
N  0.8256  -1.1309  1.5146  -0.021
N  -0.0640  0.6835  0.1956  -0.222
N  -0.2877  -1.0044  -1.6064  -0.005
N  0.4359  1.5932  -2.0604  0.082
O  -0.3590  1.9821  0.4654  -0.030

For the lowest unoccupied orbital energy, the calculation gives 0.0123 Eh. The value obtained for the orbital gap is 9.55 eV.

---

(y)
Here is C2H7N5O as an isolated structure from the OMol25 dataset. Energies are from ωB97M-V/def2-TZVPD.

Each line ends with the Löwdin charge.
Positions of all 15 atoms, in Å:
C  1.7235  0.0589  0.2601  -0.311
C  -1.6219  -0.6851  -0.1628  -0.183
H  4.8014  0.5682  0.1366  0.107
H  3.2236  1.7658  -0.1949  0.192
H  1.4393  1.0198  0.2761  0.061
H  0.6929  -1.7082  0.0965  0.231
H  -1.4056  -1.6806  -0.1586  0.088
H  -3.7369  -0.8750  0.3129  0.138
H  -2.4462  1.1810  0.6802  0.145
N  3.7479  0.5403  -0.3328  -0.135
N  2.8335  -0.4922  0.0889  -0.068
N  0.4732  -0.5480  0.1532  -0.086
N  -0.7083  0.1203  0.0613  0.030
N  -3.0442  -0.3141  -0.2406  -0.100
O  -3.2867  1.0428  0.0197  -0.110

For the lowest unoccupied orbital energy, the calculation gives 0.0309 Eh. The value obtained for the orbital gap is 8.63 eV.

---

Preferred: (w); penalty for the next structure: 0.0918 hartree.